No. 1
# C9H32ClO11

A 8-piece molecular cluster, C9H32ClO11 overall (ωB97M-V with the def2-TZVPD basis set, the Open Molecules 2025 dataset).

Each atom is followed by the atoms it is bonded to, with distances in Å.
Element x y z (Å)
1 Cl -0.35087 -0.61747 -0.25033  O2 1.443, O3 1.440, O4 1.444, O5 1.447
2 O 0.90723 0.08865 -0.21051  Cl1 1.443
3 O -0.13985 -2.04235 -0.25221  Cl1 1.440
4 O -1.12620 -0.25621 0.91325  Cl1 1.444
5 O -1.04629 -0.22820 -1.45782  Cl1 1.447
6 C -1.12329 -3.21969 3.69077  C7 1.521, H9 1.090, H10 1.089, H11 1.092
7 C -2.20585 -2.16565 3.86840  C6 1.521, O8 1.430, H12 1.097, H13 1.091
8 O -2.87689 -1.90249 2.63345  C7 1.430, H14 0.968
9 H -0.49819 -3.29243 4.58135  C6 1.090
10 H -0.51579 -2.97270 2.82129  C6 1.089
11 H -1.63464 -4.17128 3.53275  C6 1.092
12 H -1.78410 -1.23267 4.26100  C7 1.097
13 H -2.97084 -2.49606 4.57295  C7 1.091
14 H -2.27018 -1.37587 2.09296  O8 0.968
15 C -0.97762 4.50093 0.27531  C16 1.509, H18 1.086, H19 1.095, H20 1.093
16 C -0.64708 3.08458 -0.12750  C15 1.509, O17 1.421, H21 1.096, H22 1.098
17 O -1.62470 2.64596 -1.06078  C16 1.421, H23 0.969
18 H -1.12987 5.14381 -0.58667  C15 1.086
19 H -0.19022 4.88378 0.93282  C15 1.095
20 H -1.86201 4.47647 0.91638  C15 1.093
21 H -0.64503 2.44908 0.76533  C16 1.096
22 H 0.35511 3.00932 -0.56929  C16 1.098
23 H -1.46719 1.71109 -1.25916  O17 0.969
24 C 0.79836 0.01969 3.74142  O25 1.425, H26 1.092, H27 1.091, H28 1.092
25 O 0.77574 -0.71563 4.96132  C24 1.425, H29 0.960
26 H 0.62949 -0.62013 2.87277  C24 1.092
27 H -0.02323 0.73645 3.76535  C24 1.091
28 H 1.72907 0.57532 3.60969  C24 1.092
29 H 1.63368 -1.14251 5.02375  O25 0.960
30 C -1.74992 -2.10959 -4.58074  O31 1.439, H32 1.083, H33 1.097, H34 1.091
31 O -2.18767 -3.37136 -5.11573  C30 1.439, H35 0.960
32 H -1.72280 -2.18795 -3.50132  C30 1.083
33 H -0.73010 -1.88257 -4.91599  C30 1.097
34 H -2.37390 -1.31074 -4.98500  C30 1.091
35 H -2.08383 -3.32366 -6.06898  O31 0.960
36 C -1.03701 1.56668 -4.08152  O37 1.428, H38 1.093, H39 1.084, H40 1.098
37 O -1.24642 1.65707 -5.49099  C36 1.428, H41 0.959
38 H -0.72705 2.53114 -3.67174  C36 1.093
39 H -1.88928 1.18309 -3.53187  C36 1.084
40 H -0.19303 0.90194 -3.85356  C36 1.098
41 H -0.72466 2.39135 -5.81987  O37 0.959
42 C 3.47298 -2.20858 -0.69138  O43 1.419, H44 1.090, H45 1.093, H46 1.097
43 O 2.57435 -3.28145 -0.92402  C42 1.419, H47 0.966
44 H 4.46003 -2.55303 -0.99830  C42 1.090
45 H 3.23612 -1.27509 -1.20861  C42 1.093
46 H 3.51353 -1.96755 0.37808  C42 1.097
47 H 1.68381 -2.97494 -0.71124  O43 0.966
48 C 3.02545 2.54415 1.10550  O49 1.413, H50 1.097, H51 1.090, H52 1.093
49 O 3.45114 1.24020 0.76802  C48 1.413, H53 0.965
50 H 2.08867 2.51977 1.67507  C48 1.097
51 H 3.78232 2.98606 1.75402  C48 1.090
52 H 2.89068 3.17330 0.22142  C48 1.093
53 H 2.76788 0.87799 0.19071  O49 0.965

As for the net charge: -1. The relative energy (zero: lowest compared OMol25 entry of this formula, charge and spin) comes out at 272.8 kJ/mol. Its molecular weight is 351.80 g mol⁻¹. The largest force on an atom is 1.4 eV/A. The calculation puts the HOMO energy at -7.159 eV.

No. 2
# C9H32NO5

A 6-piece molecular cluster, C9H32NO5 overall (ωB97M-V with the def2-TZVPD basis set, the Open Molecules 2025 dataset).

Each atom is followed by the atoms it is bonded to, with distances in Å.
Element x y z (Å)
1 N -0.26349 15.68944 0.15889  H2 1.041, H3 1.032, H4 1.039, H5 1.046
2 H 0.27403 16.27984 -0.50864  N1 1.041
3 H 0.33886 15.12246 0.77620  N1 1.032
4 H -1.09903 15.20215 -0.22144  N1 1.039
5 H -0.65323 16.45019 0.76162  N1 1.046
6 C 1.67611 12.16974 0.62584  C7 1.510, H10 1.089, H11 1.096, H12 1.088
7 C 2.19982 13.04521 1.73900  C6 1.510, C8 1.526, O9 1.443, H13 1.093
8 C 3.55311 13.65127 1.37781  C7 1.526, H14 1.091, H15 1.089, H16 1.093
9 O 1.27459 14.11933 2.00742  C7 1.443, H17 0.963
10 H 1.74327 12.62853 -0.36002  C6 1.089
11 H 0.62677 11.94922 0.85324  C6 1.096
12 H 2.14540 11.18782 0.62183  C6 1.088
13 H 2.23620 12.46494 2.66401  C7 1.093
14 H 3.44599 14.29903 0.50685  C8 1.091
15 H 4.31393 12.89726 1.18136  C8 1.089
16 H 3.90430 14.27263 2.20623  C8 1.093
17 H 1.61380 14.65728 2.72997  O9 0.963
18 C -1.70642 15.64685 -3.80673  C19 1.529, H22 1.090, H23 1.090, H24 1.091
19 C -1.33178 14.21116 -4.17662  C18 1.529, C20 1.521, O21 1.436, H25 1.095
20 C -0.04294 14.09147 -4.97508  C19 1.521, H26 1.090, H27 1.092, H28 1.090
21 O -1.21764 13.44523 -2.96700  C19 1.436, H29 0.962
22 H -2.76845 15.72402 -3.57601  C18 1.090
23 H -1.53564 16.30541 -4.65809  C18 1.090
24 H -1.13061 15.99233 -2.94697  C18 1.091
25 H -2.19736 13.81240 -4.71650  C19 1.095
26 H 0.00997 13.12478 -5.47606  C20 1.090
27 H 0.81571 14.19603 -4.30785  C20 1.092
28 H 0.05386 14.88791 -5.71280  C20 1.090
29 H -0.78051 12.60684 -3.14493  O21 0.962
30 C -2.66024 19.05135 -0.14021  C31 1.514, H34 1.093, H35 1.092, H36 1.092
31 C -1.46178 19.14352 0.78042  C30 1.514, C32 1.532, O33 1.442, H37 1.094
32 C -1.54999 20.34026 1.73237  C31 1.532, H38 1.093, H39 1.086, H40 1.095
33 O -1.33031 17.92864 1.54619  C31 1.442, H41 0.964
34 H -3.58813 18.91900 0.42134  C30 1.093
35 H -2.58884 18.20213 -0.82320  C30 1.092
36 H -2.74090 19.97098 -0.72290  C30 1.092
37 H -0.55923 19.25140 0.17193  C31 1.094
38 H -1.01482 20.13196 2.66178  C32 1.093
39 H -2.56051 20.69222 1.91806  C32 1.086
40 H -0.88717 21.11288 1.33016  C32 1.095
41 H -1.95502 17.97933 2.27870  O33 0.964
42 O 1.62089 17.00176 -1.46692  H43 0.965, H44 0.967
43 H 2.43430 16.74209 -1.91757  O42 0.965
44 H 1.25991 17.71898 -2.00646  O42 0.967
45 O -2.59902 14.54299 -0.77169  H46 0.964, H47 0.979
46 H -3.55169 14.43389 -0.67641  O45 0.964
47 H -2.33780 13.91899 -1.47989  O45 0.979

As for the net charge: +1. The relative energy (zero: lowest compared OMol25 entry of this formula, charge and spin) comes out at 0.0 kJ/mol. Its molecular weight is 234.36 g mol⁻¹. The largest force on an atom is 1.9 eV/A. The calculation puts the HOMO energy at -13.391 eV.

no.,calculated total energy (a.u.)
1,-1649.676310
2,-792.863735